No. 1
The following is a quantum chemistry calculation of C6H6O5V as an isolated structure in a non-equilibrium geometry, from OMol25.

```
18
Properties=species:S:1:pos:R:3:forces:R:3:nbo_charge:R:1
V -0.92288 -0.92840 -1.89081 4.42 -3.44 6.51 1.0664
O 2.03639 -3.81476 2.20523 -1.70 -0.84 -5.32 -0.4733
C 1.67979 -3.98243 1.09932 1.67 0.89 5.29 0.4772
C -2.49028 -0.16704 -1.27244 -10.18 5.64 2.36 0.4792
O -3.49637 0.36533 -0.98480 5.81 -3.15 -1.38 -0.1855
C 0.26095 0.50695 -2.31507 5.84 8.91 -2.73 0.4800
O 0.93915 1.44197 -2.54500 -4.01 -5.85 1.40 -0.2016
C -1.29825 -1.75185 -3.48224 -2.87 -5.97 -11.08 0.4493
O -1.52013 -2.39253 -4.45474 1.45 4.06 6.17 -0.1714
C 0.58935 1.76041 2.23005 -0.22 0.26 -2.36 -0.6435
C 0.66184 1.12773 0.84053 0.89 -0.04 -0.72 -0.0604
O -0.08451 -0.14041 0.73919 -0.05 -0.04 0.23 -0.8117
H -0.41600 2.02436 2.43658 -1.01 0.28 0.38 0.2297
H 1.17414 2.66596 2.20172 0.29 0.29 0.13 0.2633
H 0.95969 1.11987 2.96726 0.72 -1.04 1.21 0.2311
H 0.23155 1.75113 0.04421 -0.02 0.21 0.51 0.1552
H 1.71234 0.91200 0.52395 -0.66 0.14 0.45 0.1886
H -0.01674 -0.49829 1.65708 -0.37 -0.31 -1.06 0.5273
```
Forces are in eV/Å.

Results
Largest force on an atom in Eh/bohr: 0.25098
Energy relative to the best compared isomer or geometry (same formula, charge and spin) in eV: 2.2064
Net charge: +2
Gap between HOMO and LUMO (alpha / beta) in eV: 6.47 / 6.17
E_LUMO (alpha / beta) in eV: -11.885 / -12.177
M in g mol⁻¹: 209.05
Spin multiplicity: 4



No. 2
The following is a quantum chemistry calculation of C6H6OSSbSe4TeV as an isolated structure in a non-equilibrium geometry, from OMol25.

```
21
Properties=species:S:1:pos:R:3:forces:R:3:nbo_charge:R:1
V -0.18448 -0.15022 -1.45089 0.14 -1.77 2.47 -0.3229
Se -4.57422 -0.00848 -2.69468 0.42 0.16 0.51 -0.5009
Sb -2.21850 -0.01827 -2.89403 -1.34 -0.72 -2.81 0.9646
Se -1.09314 -2.07828 -1.07137 0.45 -0.21 -0.05 0.0522
Se -1.51941 1.40249 -0.51977 -1.62 2.30 0.64 -0.0336
Se -1.48978 -0.11510 -5.15712 -0.11 0.14 0.07 -0.6205
C 1.84824 -0.64323 -4.03236 0.11 0.01 0.06 -0.7513
C 1.16410 -0.29034 -2.78866 0.54 0.23 -0.99 0.4749
O 1.66668 0.19736 -1.76128 0.64 -0.30 -0.79 -0.5077
H 2.88930 -0.32707 -4.04391 0.02 0.00 0.05 0.2361
H 1.26429 -0.21789 -4.84945 -0.01 0.00 -0.03 0.3047
H 1.76681 -1.72669 -4.14860 -0.03 -0.01 -0.02 0.2772
Te 0.52792 1.23804 0.78335 0.81 0.47 1.10 0.6825
C -0.04002 0.61939 2.69084 0.27 -0.27 0.12 -0.5564
C 0.46097 1.25936 3.79865 -0.25 -0.09 -0.04 -0.2581
C 0.18747 0.55298 5.00263 0.01 0.08 -0.11 -0.2574
C -0.48635 -0.60888 4.77771 -0.03 0.00 -0.08 -0.4038
S -0.79242 -0.85836 3.11670 -0.04 -0.04 -0.11 0.5075
H 0.99026 2.20113 3.75535 0.01 -0.01 0.00 0.2325
H 0.46674 0.90112 5.98584 0.02 0.00 -0.01 0.2336
H -0.83448 -1.32906 5.50105 -0.01 0.04 0.01 0.2468
```
Forces are in eV/Å.

Results
Largest force on an atom in Eh/bohr: 0.06204
Energy relative to the best compared isomer or geometry (same formula, charge and spin) in eV: 1.1359
Gap between HOMO and LUMO in eV: 6.24
E_LUMO in eV: -1.550
M in g mol⁻¹: 742.32



No. 3
The following is a quantum chemistry calculation of one molecule with the formula C6H6S in a non-equilibrium geometry, from OMol25.

```
13
Properties=species:S:1:pos:R:3:forces:R:3:nbo_charge:R:1
S 2.56813 1.77673 -0.21084 0.48 -1.24 -2.02 0.0760
C 1.09560 1.41352 0.57808 0.00 -2.56 -2.07 -0.2706
C 0.31875 0.34928 0.22844 -2.13 0.14 1.83 -0.1166
C -0.89740 -0.03733 1.07075 1.55 0.68 -0.48 -0.2111
C -1.56848 -0.96010 0.41429 -0.97 -0.91 -0.27 -0.2474
C -0.95664 -1.27417 -0.84294 1.88 1.37 0.78 -0.2034
C 0.18391 -0.55582 -0.95725 1.06 2.36 0.03 -0.2439
H 2.44176 0.70012 -1.17244 0.45 1.70 1.44 0.1448
H 0.91757 2.06770 1.36661 -0.66 0.68 1.48 0.2253
H -1.19645 0.11289 2.08298 0.44 1.01 0.59 0.2162
H -2.45492 -1.37751 0.82959 -0.51 -0.60 -0.03 0.2109
H -1.22092 -1.97091 -1.54335 -1.11 -1.50 -1.62 0.2126
H 0.76908 -0.24440 -1.84394 -0.46 -1.12 0.34 0.2072
```
Forces are in eV/Å.

Results
Largest force on an atom in Eh/bohr: 0.06401
Energy relative to the best compared isomer or geometry (same formula, charge and spin) in eV: 2.2526
Gap between HOMO and LUMO in eV: 8.35
E_LUMO in eV: -0.104
M in g mol⁻¹: 110.18



> Among the records above, which one has the lowest largest force on an atom?

C6H6OSSbSe4TeV



> Which of these has the lowest M?

C6H6S



> The lowest M belongs to which entry?

C6H6S



What did the second record say?
The following is a quantum chemistry calculation of C6H6OSSbSe4TeV as an isolated structure in a non-equilibrium geometry, from OMol25.

```
21
Properties=species:S:1:pos:R:3:forces:R:3:nbo_charge:R:1
V -0.18448 -0.15022 -1.45089 0.14 -1.77 2.47 -0.3229
Se -4.57422 -0.00848 -2.69468 0.42 0.16 0.51 -0.5009
Sb -2.21850 -0.01827 -2.89403 -1.34 -0.72 -2.81 0.9646
Se -1.09314 -2.07828 -1.07137 0.45 -0.21 -0.05 0.0522
Se -1.51941 1.40249 -0.51977 -1.62 2.30 0.64 -0.0336
Se -1.48978 -0.11510 -5.15712 -0.11 0.14 0.07 -0.6205
C 1.84824 -0.64323 -4.03236 0.11 0.01 0.06 -0.7513
C 1.16410 -0.29034 -2.78866 0.54 0.23 -0.99 0.4749
O 1.66668 0.19736 -1.76128 0.64 -0.30 -0.79 -0.5077
H 2.88930 -0.32707 -4.04391 0.02 0.00 0.05 0.2361
H 1.26429 -0.21789 -4.84945 -0.01 0.00 -0.03 0.3047
H 1.76681 -1.72669 -4.14860 -0.03 -0.01 -0.02 0.2772
Te 0.52792 1.23804 0.78335 0.81 0.47 1.10 0.6825
C -0.04002 0.61939 2.69084 0.27 -0.27 0.12 -0.5564
C 0.46097 1.25936 3.79865 -0.25 -0.09 -0.04 -0.2581
C 0.18747 0.55298 5.00263 0.01 0.08 -0.11 -0.2574
C -0.48635 -0.60888 4.77771 -0.03 0.00 -0.08 -0.4038
S -0.79242 -0.85836 3.11670 -0.04 -0.04 -0.11 0.5075
H 0.99026 2.20113 3.75535 0.01 -0.01 0.00 0.2325
H 0.46674 0.90112 5.98584 0.02 0.00 -0.01 0.2336
H -0.83448 -1.32906 5.50105 -0.01 0.04 0.01 0.2468
```
Forces are in eV/Å.

Results
Largest force on an atom in Eh/bohr: 0.06204
Energy relative to the best compared isomer or geometry (same formula, charge and spin) in eV: 1.1359
Gap between HOMO and LUMO in eV: 6.24
E_LUMO in eV: -1.550
M in g mol⁻¹: 742.32